This record from the Open Molecules 2025 dataset describes a gas-phase ion, C4H11N3O (charge +1). The level of theory is the ωB97M-V functional and the def2-TZVPD basis.

As for the total energy: -398.11603 Eh. As for the total charge: +1. The value obtained for the energy above the lowest of the compared OMol25 structures with the same formula, charge and spin is 3.9099 eV. The frontier orbital gap (alpha / beta) is 0.4300 / 0.1894 Eh. The spin multiplicity is 2. The calculation puts the HOMO energy (alpha / beta) at -14.6 / -13.8 eV.

Each atom is followed by the atoms it is bonded to, with distances in Å.
Positions of all 19 atoms, in Å:
1 C -0.392 -0.529 0.846  N2 1.449, C6 1.531, H9 1.207, H10 1.202
2 N -0.143 -0.891 -0.535  C1 1.449, C3 1.457, H11 1.036
3 C -1.152 -0.531 -1.523  N2 1.457, N4 1.442, O5 1.193
4 N -2.296 0.223 -1.076  C3 1.442, H12 0.998, H13 1.016
5 O -0.932 -0.752 -2.674  C3 1.193
6 C 0.910 -0.463 1.649  C1 1.531, N7 1.534, H14 1.034, H15 1.126
7 N 1.661 0.629 0.874  C6 1.534, C8 1.527, H16 0.999
8 C 2.036 1.815 1.759  N7 1.527, H17 1.263, H18 1.075, H19 1.155
9 H -1.198 -1.162 1.483  C1 1.207
10 H -0.865 0.571 0.744  C1 1.202
11 H 0.860 -0.737 -0.743  N2 1.036
12 H -2.693 0.700 -1.858  N4 0.998
13 H -2.330 0.447 -0.086  N4 1.016
14 H 0.809 -0.281 2.662  C6 1.034
15 H 1.496 -1.423 1.697  C6 1.126
16 H 2.560 0.323 0.563  N7 0.999
17 H 1.148 1.747 2.655  C8 1.263
18 H 3.090 1.668 1.913  C8 1.075
19 H 1.606 2.687 1.136  C8 1.155